Record 1
Density functional theory data (wB97M-V/def2-TZVPD) for a molecular structure, C18H36F3HfO18.

Atoms and positions in Å:
Hf1 -0.09 -0.18 0.45
F1 -2.59 -2.26 -1.62
F2 3.68 -0.40 1.22
F3 0.14 2.77 3.03
C1 2.69 -7.71 -2.37
O1 2.07 -6.72 -1.50
C2 2.57 -6.15 -0.39
O2 2.02 -5.18 0.17
O3 3.74 -6.74 -0.05
C3 4.38 -6.45 1.26
H1 2.28 -7.64 -3.38
H2 2.62 -8.75 -2.03
H3 3.73 -7.39 -2.40
H4 4.57 -5.38 1.15
H5 5.28 -7.01 1.50
H6 3.68 -6.57 2.09
C4 0.68 -2.39 -5.98
O4 2.08 -1.96 -6.08
C5 2.66 -1.44 -4.91
O5 2.16 -1.33 -3.79
O6 3.93 -1.13 -5.23
C6 5.01 -0.85 -4.22
H7 0.46 -3.07 -5.17
H8 0.46 -2.87 -6.94
H9 -0.05 -1.59 -5.85
H10 5.43 -1.85 -4.14
H11 4.69 -0.52 -3.23
H12 5.75 -0.15 -4.57
C7 -0.41 -0.19 8.00
O7 0.34 -1.43 7.92
C8 0.49 -2.20 6.83
O8 0.06 -1.87 5.69
O9 0.99 -3.46 7.12
C9 1.45 -3.69 8.39
H13 -1.41 -0.25 7.57
H14 0.13 0.63 7.53
H15 -0.62 -0.05 9.06
H16 2.22 -2.99 8.72
H17 1.87 -4.70 8.39
H18 0.67 -3.67 9.16
C10 -4.42 5.38 -0.06
O10 -4.39 5.15 -1.43
C11 -3.62 4.18 -2.03
O11 -2.99 3.21 -1.58
O12 -3.79 4.37 -3.37
C12 -3.17 3.59 -4.39
H19 -4.40 6.45 0.13
H20 -3.59 4.85 0.41
H21 -5.41 5.05 0.27
H22 -3.49 2.56 -4.50
H23 -2.08 3.59 -4.38
H24 -3.41 4.17 -5.28
C13 -7.56 0.28 0.88
O13 -7.52 0.85 2.14
C14 -6.33 0.73 2.85
O14 -5.22 0.34 2.43
O15 -6.45 1.34 4.02
C15 -7.72 1.84 4.57
H25 -6.97 0.81 0.13
H26 -8.58 0.26 0.51
H27 -7.16 -0.73 0.89
H28 -8.38 2.30 3.84
H29 -7.50 2.63 5.28
H30 -8.22 1.05 5.13
C16 5.11 4.98 -1.25
O16 4.71 5.11 -2.60
C17 3.57 4.58 -3.03
O17 2.83 3.90 -2.29
O18 3.38 4.67 -4.34
C18 4.18 5.47 -5.20
H31 6.07 5.49 -1.17
H32 5.26 3.91 -1.09
H33 4.32 5.39 -0.63
H34 5.22 5.56 -4.88
H35 3.72 6.46 -5.19
H36 4.21 5.02 -6.19

Properties
Kohn-Sham gap	2.16	eV
LUMO energy	-10.54	eV
charge	+1
ΔE to the lowest compared entry with this formula, charge and spin	750.8	kcal/mol
multiplicity	1

Record 2
Density functional theory data (wB97M-V/def2-TZVPD) for a molecular structure, C18H36FO18V.

Atoms and positions in Å:
V1 17.16 -22.53 -16.20
F1 17.01 -20.56 -16.76
C1 16.02 -26.96 -16.38
O1 16.64 -26.73 -15.10
C2 16.96 -25.51 -14.74
O2 16.91 -24.55 -15.48
O3 17.42 -25.39 -13.51
C3 17.41 -26.53 -12.65
H1 15.40 -27.84 -16.25
H2 16.79 -27.21 -17.11
H3 15.44 -26.09 -16.67
H4 17.45 -26.20 -11.61
H5 18.26 -27.17 -12.85
H6 16.46 -27.08 -12.70
C4 15.17 -21.31 -19.76
O4 14.06 -21.98 -19.15
C5 14.33 -22.74 -18.10
O5 15.43 -22.91 -17.64
O6 13.21 -23.29 -17.70
C6 13.21 -24.18 -16.59
H7 15.98 -21.10 -19.06
H8 14.80 -20.39 -20.19
H9 15.59 -21.99 -20.51
H10 14.21 -24.39 -16.22
H11 12.77 -25.11 -16.95
H12 12.60 -23.78 -15.79
C7 13.89 -23.48 -13.02
O7 13.30 -22.50 -13.87
C8 14.15 -21.77 -14.59
O8 15.29 -22.09 -14.85
O9 13.55 -20.67 -14.96
C9 14.28 -19.82 -15.84
H13 14.37 -22.99 -12.18
H14 14.60 -24.08 -13.59
H15 13.10 -24.12 -12.63
H16 14.53 -20.30 -16.78
H17 15.24 -19.48 -15.44
H18 13.66 -18.94 -16.01
C10 18.12 -22.90 -22.15
O10 17.95 -23.21 -20.77
C11 18.44 -22.37 -19.85
O11 18.27 -22.55 -18.68
O12 19.14 -21.37 -20.37
C12 19.38 -20.24 -19.51
H19 17.74 -23.73 -22.74
H20 19.18 -22.81 -22.38
H21 17.60 -21.99 -22.45
H22 20.45 -20.04 -19.48
H23 18.99 -20.41 -18.51
H24 18.83 -19.39 -19.92
C13 20.56 -24.68 -14.42
O13 21.21 -23.94 -15.44
C14 20.48 -23.21 -16.26
O14 19.28 -23.21 -16.26
O15 21.19 -22.47 -17.08
C15 22.63 -22.34 -16.93
H25 19.68 -24.15 -14.05
H26 21.29 -24.86 -13.64
H27 20.21 -25.65 -14.80
H28 22.83 -21.34 -17.30
H29 23.15 -23.05 -17.57
H30 22.92 -22.47 -15.89
C16 19.39 -19.82 -15.29
O16 19.03 -19.86 -13.92
C17 18.24 -20.84 -13.55
O17 18.00 -21.84 -14.19
O18 17.89 -20.65 -12.29
C18 17.17 -21.67 -11.62
H31 19.90 -20.74 -15.57
H32 20.09 -19.02 -15.48
H33 18.52 -19.73 -15.94
H34 17.38 -21.57 -10.56
H35 17.51 -22.66 -11.95
H36 16.10 -21.61 -11.81

Properties
Kohn-Sham gap (alpha / beta)	8.11 / 10.72	eV
LUMO energy (alpha / beta)	-1.85 / -1.86	eV
charge	+1
ΔE to the lowest compared entry with this formula, charge and spin	10.6	kcal/mol
multiplicity	4
⟨S²⟩	3.75

Record 3
Density functional theory data (wB97M-V/def2-TZVPD) for a molecular structure, C18H36N.

Atoms and positions in Å:
C1 -0.42 3.30 1.79
C2 0.07 2.77 0.39
C3 0.41 2.25 -0.68
C4 1.02 1.82 -1.84
H1 1.95 1.09 -1.66
H2 1.52 2.68 -2.26
N1 -0.10 1.38 -2.49
C5 0.63 0.57 -3.89
H3 1.25 -0.28 -3.59
H4 -0.20 0.38 -4.60
H5 1.06 1.24 -4.28
C6 -0.95 2.14 -2.96
H6 -1.64 2.00 -3.69
H7 -0.57 3.01 -3.59
H8 -1.31 2.69 -2.15
C7 -0.83 0.22 -1.75
C8 -1.78 -0.51 -2.62
H9 -1.38 -1.17 -3.35
H10 -2.63 -0.13 -3.16
C9 -2.60 -1.64 -1.57
C10 -1.49 -2.85 -1.16
C11 -1.70 -3.01 0.52
C12 -1.02 -1.88 1.13
C13 -0.89 -2.08 2.71
C14 -0.26 -1.15 3.32
C15 0.86 -0.16 2.84
C16 2.25 -0.86 2.89
C17 3.33 -0.38 2.48
C18 3.37 0.32 1.21
H11 2.58 1.07 0.93
H12 4.33 0.60 0.82
H13 3.37 -0.63 0.38
H14 3.47 0.60 3.18
H15 4.37 -0.80 2.69
H16 2.33 -1.40 3.93
H17 1.87 -1.99 2.17
H18 0.83 0.16 1.82
H19 0.86 0.82 3.69
H20 -0.22 -1.24 4.47
H21 -1.30 -0.27 3.56
H22 -1.80 -2.34 2.97
H23 -0.18 -2.87 2.94
H24 0.10 -1.58 0.76
H25 -1.45 -0.79 1.05
H26 -0.95 -4.00 0.65
H27 -2.60 -3.03 0.56
H28 -1.91 -3.60 -1.68
H29 -0.55 -2.46 -1.62
H30 -2.85 -1.22 -0.85
H31 -3.39 -2.14 -2.01
H32 -0.01 -0.58 -1.51
H33 -1.25 0.59 -1.05
H34 0.50 3.43 2.21
H35 -0.99 2.63 2.29
H36 -1.03 4.28 1.59

Properties
Kohn-Sham gap	8.74	eV
LUMO energy	-2.57	eV
charge	+1
ΔE to the lowest compared entry with this formula, charge and spin	460.4	kcal/mol
multiplicity	1

Record 4
Density functional theory data (wB97M-V/def2-TZVPD) for 8 unconnected molecules or ions with the total composition C18H36O31S7.

Atoms and positions in Å:
C1 -4.76 -2.22 -4.01
C2 -3.79 -3.30 -3.44
O1 -2.59 -3.29 -4.09
C3 -1.73 -4.22 -3.86
O2 -1.82 -5.17 -3.07
O3 -0.66 -3.95 -4.57
C4 0.58 -4.50 -4.35
H1 -4.31 -1.24 -3.86
H2 -5.69 -2.09 -3.46
H3 -4.89 -2.31 -5.08
H4 -4.37 -4.22 -3.45
H5 -3.58 -3.10 -2.39
H6 0.62 -4.73 -3.29
H7 1.35 -3.76 -4.56
H8 0.74 -5.40 -4.94
C5 -0.60 0.22 6.52
C6 0.63 -0.69 6.42
O4 0.64 -1.50 7.57
S1 -0.77 -1.55 8.38
O5 -0.59 -1.43 9.83
O6 -1.68 -2.54 7.88
O7 -1.12 -0.05 7.84
H9 -1.30 0.01 5.72
H10 -0.36 1.28 6.49
H11 1.55 -0.11 6.49
H12 0.60 -1.25 5.48
C7 7.86 -3.17 2.77
C8 8.14 -3.77 1.38
O8 7.29 -3.01 0.50
S2 6.23 -1.99 1.25
O9 5.02 -2.73 1.72
O10 6.17 -0.71 0.59
O11 7.30 -1.95 2.47
H13 8.82 -3.14 3.29
H14 7.17 -3.83 3.29
H15 7.98 -4.84 1.48
H16 9.15 -3.47 1.10
C9 1.84 5.68 0.62
C10 2.67 4.65 1.35
O12 2.10 4.48 2.64
S3 1.06 5.75 3.04
O13 1.52 6.43 4.26
O14 -0.31 5.18 2.88
O15 1.47 6.53 1.66
H17 0.91 5.21 0.30
H18 2.32 6.12 -0.25
H19 3.69 5.04 1.34
H20 2.74 3.73 0.78
C11 -0.07 0.16 0.56
C12 -0.22 0.40 -0.95
O16 -1.62 0.64 -1.17
S4 -2.38 1.38 0.18
O17 -3.45 0.48 0.58
O18 -2.55 2.82 0.02
O19 -1.00 1.03 1.09
H21 0.94 0.31 0.92
H22 -0.50 -0.79 0.88
H23 -0.02 -0.47 -1.57
H24 0.45 1.21 -1.25
C13 -8.53 6.07 -0.83
C14 -7.88 5.25 -1.93
O20 -8.78 5.42 -3.04
S5 -9.66 6.85 -2.99
O21 -11.11 6.59 -2.84
O22 -9.32 7.74 -4.07
O23 -8.96 7.24 -1.59
H25 -7.81 6.34 -0.06
H26 -9.33 5.50 -0.37
H27 -7.80 4.24 -1.55
H28 -6.91 5.66 -2.23
C15 -0.07 -6.57 4.75
C16 0.77 -6.85 3.51
O24 0.20 -6.09 2.39
S6 -1.43 -6.02 2.69
O25 -2.08 -7.35 2.48
O26 -1.96 -4.82 2.01
O27 -1.17 -5.82 4.27
H29 0.39 -6.12 5.62
H30 -0.55 -7.49 5.08
H31 0.72 -7.87 3.13
H32 1.84 -6.68 3.58
C17 3.47 3.51 -7.48
C18 4.76 2.92 -8.00
O28 5.50 2.66 -6.79
S7 4.58 2.42 -5.44
O29 4.97 3.32 -4.38
O30 4.31 1.04 -5.11
O31 3.19 3.02 -6.16
H33 2.57 3.39 -8.08
H34 3.39 4.60 -7.37
H35 5.34 3.64 -8.58
H36 4.53 2.03 -8.58

Properties
Kohn-Sham gap	10.41	eV
LUMO energy	-0.16	eV
multiplicity	1
SMILES	O=S1(=O)OCCO1.O=S1(=O)OCCO1.O=S1(=O)OCCO1.O=S1(=O)OCCO1.O=S1(=O)OCCO1.O=S1(=O)OCCO1.O=S1(=O)OCCO1.CCOC(=O)OC

Record 5
Density functional theory data (wB97M-V/def2-TZVPD) for 5 unconnected molecules or ions with the total composition C18H37F9NO10P.

Atoms and positions in Å:
N1 1.49 -0.35 -0.88
H1 2.46 -0.55 -0.66
H2 1.13 -0.98 -1.58
H3 1.60 0.52 -1.38
H4 0.97 -0.17 -0.03
C1 -0.27 -2.48 -3.36
O1 -0.84 -1.56 -2.43
O2 1.08 -2.02 -3.54
C2 -0.36 -3.99 -2.88
F1 0.35 -4.15 -1.77
F2 -1.64 -4.24 -2.49
F3 0.00 -4.82 -3.86
C3 -1.74 -0.56 -2.88
C4 -3.18 -1.00 -2.87
H5 -3.61 -1.52 -2.01
H6 -3.90 -0.20 -3.07
H7 -3.31 -1.76 -3.64
H8 -1.41 -0.08 -3.81
H9 -1.80 0.30 -2.20
H10 -0.90 -2.41 -4.24
C5 4.92 -0.39 0.06
O3 3.78 -0.52 0.98
O4 4.38 -0.36 -1.30
C6 5.81 0.82 0.49
F4 6.65 1.24 -0.47
F5 5.00 1.82 0.97
F6 6.54 0.41 1.62
C7 4.02 -0.73 2.34
C8 2.67 -1.10 2.86
H11 2.71 -1.02 3.95
H12 1.82 -0.52 2.50
H13 2.44 -2.13 2.59
H14 4.41 0.20 2.77
H15 4.67 -1.52 2.72
H16 5.60 -1.21 0.24
C9 1.47 2.55 -3.54
O5 1.82 3.36 -2.32
O6 2.07 1.33 -3.24
C10 0.01 2.45 -4.11
F7 -0.48 3.70 -4.55
F8 -0.23 1.58 -5.07
F9 -0.87 2.16 -3.15
C11 0.89 3.24 -1.14
C12 1.78 3.63 0.02
H17 1.43 4.59 0.42
H18 1.75 2.90 0.83
H19 2.82 3.88 -0.19
H20 0.58 2.21 -0.95
H21 0.03 3.87 -1.33
H22 2.04 3.17 -4.23
C13 -2.31 -3.88 1.94
C14 -1.83 -2.59 1.33
O7 -1.27 -1.66 2.22
P1 -1.50 -0.10 1.87
O8 -0.60 0.48 0.81
O9 -3.10 0.03 1.61
C15 -4.08 -0.68 2.28
C16 -5.37 0.17 2.40
O10 -1.29 0.59 3.34
C17 -1.63 1.91 3.66
C18 -1.02 2.96 2.74
H23 -1.51 -4.61 2.06
H24 -2.74 -3.67 2.92
H25 -3.03 -4.23 1.20
H26 -1.05 -2.79 0.59
H27 -2.62 -2.14 0.73
H28 -4.40 -1.61 1.81
H29 -3.72 -0.93 3.28
H30 -5.11 1.22 2.56
H31 -5.80 -0.01 1.41
H32 -5.93 -0.22 3.25
H33 -2.72 1.97 3.58
H34 -1.47 2.18 4.70
H35 0.06 2.87 2.75
H36 -1.36 3.12 1.71
H37 -1.25 3.97 3.08

Properties
Kohn-Sham gap (alpha / beta)	2.60 / 5.78	eV
LUMO energy (alpha / beta)	6.39 / 6.44	eV
charge	-3
multiplicity	2
⟨S²⟩	0.75

Record 6
Density functional theory data (wB97M-V/def2-TZVPD) for 3 unconnected molecules or ions with the total composition C18H37FN7O4.

Atoms and positions in Å:
N1 6.79 -1.03 -0.09
C1 6.39 -1.03 1.33
C2 4.90 -0.77 1.48
C3 4.47 0.58 0.86
N2 3.13 0.51 0.25
C4 2.00 0.91 1.08
C5 1.24 -0.22 1.74
O1 0.17 -0.06 2.22
F1 1.85 -1.40 1.77
C6 2.95 0.11 -1.00
N3 3.98 -0.34 -1.76
C7 3.84 -1.71 -2.32
C8 2.45 -1.85 -2.92
C9 1.39 -1.40 -1.92
C10 -0.03 -1.54 -2.45
C11 -1.10 -1.22 -1.41
C12 -1.20 -2.25 -0.30
N4 -2.30 -2.08 0.60
O2 -0.40 -3.14 -0.15
N5 1.71 0.03 -1.58
H1 7.06 -0.08 -0.34
H2 7.64 -1.57 -0.18
H3 7.01 -0.37 1.95
H4 6.57 -2.04 1.72
H5 4.37 -1.56 0.96
H6 4.60 -0.81 2.53
H7 5.21 0.93 0.14
H8 4.44 1.34 1.64
H9 2.36 1.55 1.89
H10 1.27 1.49 0.53
H11 4.90 -0.13 -1.41
H12 4.58 -1.80 -3.11
H13 4.03 -2.46 -1.55
H14 2.27 -2.87 -3.23
H15 2.39 -1.20 -3.80
H16 1.49 -2.03 -1.02
H17 -0.15 -0.90 -3.33
H18 -0.16 -2.57 -2.77
H19 -2.08 -1.15 -1.90
H20 -0.95 -0.26 -0.93
H21 -3.03 -1.57 0.11
H22 -2.01 -1.49 1.38
H23 0.98 0.55 -1.11
C13 -5.34 -0.74 0.44
O3 -4.58 -0.28 -0.42
N6 -6.57 -0.29 0.67
C14 -7.42 -0.87 1.70
C15 -7.08 0.81 -0.13
H24 -5.04 -1.57 1.09
H25 -8.33 -1.27 1.25
H26 -7.70 -0.11 2.43
H27 -6.90 -1.68 2.20
H28 -7.08 0.53 -1.19
H29 -6.45 1.69 -0.01
H30 -8.10 1.05 0.18
C16 -0.74 2.97 0.03
O4 -0.51 1.87 -0.47
N7 -1.89 3.28 0.62
C17 -2.12 4.60 1.20
C18 -2.95 2.28 0.68
H31 0.00 3.79 0.02
H32 -2.34 4.50 2.26
H33 -2.97 5.08 0.71
H34 -1.24 5.22 1.07
H35 -2.61 1.40 1.22
H36 -3.24 1.97 -0.33
H37 -3.81 2.71 1.18

Properties
Kohn-Sham gap	9.51	eV
LUMO energy	-2.08	eV
charge	+1
multiplicity	1

no.,maximum force (eV/A)
1,3.995
2,1.677
3,17.895
4,4.497
5,5.607
6,1.143